Entry P
Density functional theory data (wB97M-V/def2-TZVPD) for a cluster of 2 separate species, CH3NS2 in total.

```
7
Properties=species:S:1:pos:R:3
C -0.425 -0.103 -0.766
N -0.868 0.007 0.440
S -0.575 -0.032 -2.269
S 1.947 -0.658 0.109
H -1.801 0.202 0.579
H -0.384 -0.114 1.302
H 2.105 0.698 0.606
```

Values from the calculation:
- E_LUMO (eV) = -0.661
- HOMO (eV) = -8.2
- frontier orbital gap (eV) = 7.50

***

Entry Q
Density functional theory data (wB97M-V/def2-TZVPD) for the molecule CH3NS2.

```
7
Properties=species:S:1:pos:R:3
S 1.513 -1.864 -0.715
C 0.197 -0.987 -0.305
N 0.090 0.409 -0.222
S -1.194 1.340 0.252
H -0.845 -1.550 -0.397
H 1.102 0.888 -0.220
H -0.864 1.763 1.607
```

Values from the calculation:
- E_LUMO (eV) = 0.073
- HOMO (eV) = -8.9
- frontier orbital gap (eV) = 8.97
- SMILES = S=CNS

***

Stability, highest: entry Q

***

Entry P
Density functional theory data (wB97M-V/def2-TZVPD) for the molecule C5H6N2.

```
13
Properties=species:S:1:pos:R:3
C 1.457 -0.754 -0.002
C 0.858 -1.296 1.254
C -0.106 1.017 0.873
N -1.267 1.541 0.610
C -1.671 0.959 -0.568
C -0.749 0.068 -1.016
N 0.282 0.109 -0.093
H 1.522 -1.379 -0.894
H 2.360 -0.154 0.104
H 0.111 -2.044 0.929
H 0.514 1.230 1.736
H -2.607 1.244 -1.029
H -0.704 -0.543 -1.903
```

Values from the calculation:
- E_LUMO (eV) = -0.125
- HOMO (eV) = -8.8
- frontier orbital gap (eV) = 8.68

***

Entry Q
Density functional theory data (wB97M-V/def2-TZVPD) for the molecule C5H6N2.

```
13
Properties=species:S:1:pos:R:3
H 1.012 1.850 -1.239
N 1.031 1.645 -0.239
C 0.055 0.966 0.184
C -0.168 0.773 1.654
N -1.062 0.584 -0.617
C -1.061 -0.538 -1.187
C 0.044 -1.442 -1.010
C 0.933 -2.242 -0.867
H -1.181 1.056 1.931
H 0.548 1.375 2.207
H -0.025 -0.278 1.908
H -1.840 -0.804 -1.897
H 1.715 -2.945 -0.828
```

Values from the calculation:
- E_LUMO (eV) = 0.293
- HOMO (eV) = -9.8
- frontier orbital gap (eV) = 10.06
- SMILES = [H]/N=C(C)\N=C/C#C

***

Stability, highest: entry Q

***

Entry P
Density functional theory data (wB97M-V/def2-TZVPD) for a structure of composition C5H6N2.

```
13
Properties=species:S:1:pos:R:3
C -2.094 1.446 0.063
C -3.201 0.829 -0.189
C -1.630 -0.060 0.368
C 0.923 0.406 -0.033
C -0.343 -0.447 -0.351
N -3.830 -0.377 -0.143
N -2.817 -1.007 0.159
H -1.417 0.088 1.506
H 0.483 1.474 -0.095
H 1.578 0.143 -0.784
H 1.299 0.075 0.834
H -0.071 -1.400 -0.001
H -0.393 -0.328 -1.355
```

Values from the calculation:
- E_LUMO (eV) = -0.211
- HOMO (eV) = -10.0
- frontier orbital gap (eV) = 9.76

***

Entry Q
Density functional theory data (wB97M-V/def2-TZVPD) for the molecule C5H6N2.

```
13
Properties=species:S:1:pos:R:3
N 0.934 1.548 1.944
C 0.165 0.682 1.827
C -0.917 0.285 0.941
C -0.787 0.418 -0.550
C 0.607 0.147 -1.084
C 0.548 -1.137 -0.226
N -0.895 -0.915 0.156
H -1.868 0.621 1.340
H -1.632 0.769 -1.150
H 0.627 -0.064 -2.162
H 1.360 0.904 -0.849
H 0.598 -2.060 -0.798
H 1.259 -1.197 0.611
```

Values from the calculation:
- E_LUMO (eV) = 0.703
- HOMO (eV) = -9.6
- frontier orbital gap (eV) = 10.29
- SMILES = N#C[C@H]1[C@H]2CCN21

***

Stability, highest: entry Q

***

Entry P
Density functional theory data (wB97M-V/def2-TZVPD) for a structure of composition C5H6N2.

```
13
Properties=species:S:1:pos:R:3
C -2.398 -0.030 -0.289
C -1.044 0.132 -0.041
C -0.231 1.353 0.206
C 1.444 0.946 -0.025
C -0.224 -1.084 0.267
H -2.774 -1.225 -0.230
H -3.190 0.737 -0.247
H -0.242 2.309 -0.370
H -0.198 1.870 1.456
H 2.160 1.768 -0.278
H -0.684 -2.001 0.964
N 1.812 -0.245 -0.268
N 0.994 -1.377 -0.018
```

Values from the calculation:
- E_LUMO (eV) = -0.278
- HOMO (eV) = -9.1
- frontier orbital gap (eV) = 8.80

***

Entry Q
Density functional theory data (wB97M-V/def2-TZVPD) for the molecule C5H6N2.

```
13
Properties=species:S:1:pos:R:3
N -2.350 0.713 -1.528
C -1.275 0.292 -1.449
C 0.019 -0.338 -1.284
C 1.068 0.040 -0.310
C 0.635 0.612 1.007
C -0.508 -0.403 1.013
N 0.254 -1.203 -0.091
H 0.400 -0.715 -2.234
H 2.102 0.037 -0.648
H 1.355 0.212 1.729
H 0.512 1.679 1.179
H -0.735 -0.768 2.022
H -1.476 -0.157 0.593
```

Values from the calculation:
- E_LUMO (eV) = 0.885
- HOMO (eV) = -9.9
- frontier orbital gap (eV) = 10.74
- SMILES = N#C[C@H]1[C@H]2CCN21

***

Entry R
Density functional theory data (wB97M-V/def2-TZVPD) for the molecule C5H6N2.

```
13
Properties=species:S:1:pos:R:3
N -0.280 -2.437 1.060
C -0.790 -1.703 0.328
C -1.290 -0.366 0.107
C -0.429 0.752 0.562
C 1.055 0.519 0.346
C 0.661 0.186 -1.110
N -0.779 0.556 -0.887
H -2.347 -0.296 0.343
H -0.859 1.548 1.162
H 1.624 1.449 0.412
H 1.549 -0.247 0.954
H 1.073 0.858 -1.861
H 0.812 -0.852 -1.419
```

Values from the calculation:
- E_LUMO (eV) = 0.919
- HOMO (eV) = -9.7
- frontier orbital gap (eV) = 10.63
- SMILES = N#C[C@H]1[C@H]2CCN21

***

Entry S
Density functional theory data (wB97M-V/def2-TZVPD) for a structure of composition C5H6N2.

```
13
Properties=species:S:1:pos:R:3
C 1.939 0.792 0.112
C 0.485 0.740 -0.185
C -1.332 -1.034 -0.221
C -1.388 1.212 -0.059
C -0.935 -2.258 -0.003
N -0.197 1.647 -0.733
N -1.996 0.020 -0.180
H -1.949 2.004 0.425
H 2.403 -0.184 -0.022
H 2.060 1.064 1.165
H 2.442 1.550 -0.501
H -1.346 -2.827 0.826
H -0.184 -2.726 -0.625
```

Values from the calculation:
- E_LUMO (spin up / spin down) (eV) = 0.221 / 0.222
- HOMO (spin up / spin down) (eV) = -7.7 / -7.7
- frontier orbital gap (spin up / spin down) (eV) = 7.93 / 7.94

***

Stability, highest: entry R

***

Entry P
Density functional theory data (wB97M-V/def2-TZVPD) for a cluster of 2 separate species, H2N2O4P in total.

```
9
Properties=species:S:1:pos:R:3
N -0.591 0.718 0.322
N 2.149 -0.695 -0.310
O 3.319 -0.718 -0.763
O -2.780 0.385 -1.007
O 1.873 0.211 0.517
O -1.863 -1.512 0.647
P -1.854 -0.164 0.078
H -0.741 1.607 -0.083
H 0.488 0.168 0.599
```

Values from the calculation:
- E_LUMO (eV) = 3.512
- HOMO (eV) = -4.8
- frontier orbital gap (eV) = 8.32
- charge = -1

***

Entry Q
Density functional theory data (wB97M-V/def2-TZVPD) for the ion H2N2O4P with charge -1.

```
9
Properties=species:S:1:pos:R:3
N -0.303 0.380 0.996
N 0.475 -0.798 -1.222
O 0.337 1.636 1.569
O 1.391 -0.062 -1.554
O 0.686 -1.997 -1.067
O -2.044 -1.123 -0.314
P -1.201 0.021 -0.631
H 0.440 2.261 0.838
H 0.220 -0.318 1.385
```

Values from the calculation:
- E_LUMO (eV) = 4.109
- HOMO (eV) = -4.5
- frontier orbital gap (eV) = 8.65
- charge = -1

***

Stability, highest: entry P

***

Entry P
Density functional theory data (wB97M-V/def2-TZVPD) for the ion C4H10N3S with charge +1.

```
18
Properties=species:S:1:pos:R:3
C -1.077 -0.043 0.078
C 0.471 1.840 -0.106
C 1.763 1.196 0.343
C 0.460 -2.454 -0.053
N 0.700 -1.092 0.259
N -0.805 1.185 0.057
N -2.287 -0.480 0.025
S 1.770 -0.396 -0.597
H 0.524 2.861 0.394
H 0.559 2.064 -1.183
H 2.561 1.828 -0.212
H 1.542 1.162 1.412
H 0.374 -2.982 0.848
H -0.470 -2.604 -0.694
H 1.291 -2.949 -0.624
H -1.633 1.944 0.004
H -2.724 -1.286 0.317
H -3.021 0.208 -0.268
```

Values from the calculation:
- E_LUMO (spin up / spin down) (eV) = -4.617 / -4.618
- HOMO (spin up / spin down) (eV) = -12.2 / -12.2
- frontier orbital gap (spin up / spin down) (eV) = 7.58 / 7.58
- charge = +1

***

Entry Q
Density functional theory data (wB97M-V/def2-TZVPD) for the ion C4H10N3S with charge +1.

```
18
Properties=species:S:1:pos:R:3
C 2.298 1.966 -0.060
C 1.884 0.860 -0.632
C 0.950 -0.228 0.175
S 1.900 -1.802 0.185
N -0.294 -0.397 -0.529
C -1.531 -0.417 -0.043
N -2.548 -0.699 -0.856
N -1.786 -0.168 1.241
H 2.928 2.655 -0.595
H 2.040 2.235 0.950
H 2.142 0.545 -1.627
H 0.808 0.128 1.191
H 1.087 -2.451 1.022
H -0.175 -0.627 -1.509
H -3.500 -0.680 -0.528
H -2.405 -0.903 -1.831
H -2.737 -0.137 1.566
H -1.061 0.120 1.880
```

Values from the calculation:
- E_LUMO (eV) = -3.092
- HOMO (eV) = -13.0
- frontier orbital gap (eV) = 9.95
- charge = +1
- SMILES = C=C[C@H](S)[NH+]=C(N)N

***

Stability, highest: entry Q

***

Entry P
Density functional theory data (wB97M-V/def2-TZVPD) for the molecule C5H5NO.

```
12
Properties=species:S:1:pos:R:3
N 2.789 1.495 0.363
C 2.175 0.567 0.042
C 1.442 -0.567 -0.446
C 0.130 -0.536 -0.685
C -0.828 0.520 -0.233
C -1.643 -0.107 0.896
O -1.193 -0.961 1.619
H 2.015 -1.470 -0.630
H -0.325 -1.424 -1.119
H -1.499 0.871 -1.027
H -0.306 1.400 0.168
H -2.687 0.238 1.014
```

Values from the calculation:
- E_LUMO (eV) = 0.401
- HOMO (eV) = -10.3
- frontier orbital gap (eV) = 10.71
- SMILES = N#C/C=C\CC=O

***

Entry Q
Density functional theory data (wB97M-V/def2-TZVPD) for a structure of composition C5H5NO.

```
12
Properties=species:S:1:pos:R:3
O -1.952 -0.325 0.044
C -0.787 -0.951 0.479
C 0.309 -0.197 -0.237
C 0.474 1.199 0.144
C 0.571 2.386 0.309
C 1.588 -0.932 -0.250
N 2.564 -1.554 -0.309
H -1.655 -0.107 -0.966
H -0.588 -0.845 1.553
H -0.730 -2.022 0.227
H -0.435 -0.095 -1.438
H 0.640 3.443 0.445
```

Values from the calculation:
- E_LUMO (eV) = -0.333
- HOMO (eV) = -10.7
- frontier orbital gap (eV) = 10.39

***

Entry R
Density functional theory data (wB97M-V/def2-TZVPD) for a structure of composition C5H5NO.

```
12
Properties=species:S:1:pos:R:3
C -0.794 0.554 0.136
C -0.174 -0.783 0.715
C 0.192 0.186 -1.010
C 1.493 0.330 -0.277
C 1.241 -0.318 0.875
H -0.668 -1.399 1.461
H -1.089 -1.429 -1.034
H 0.103 0.543 -2.036
H 2.378 0.872 -0.625
H 1.858 -0.386 1.763
N -0.141 -1.244 -0.722
O -1.668 1.336 0.361
```

Values from the calculation:
- E_LUMO (eV) = 1.016
- HOMO (eV) = -9.8
- frontier orbital gap (eV) = 10.81

***

Stability, highest: entry P

***

Entry P
Density functional theory data (wB97M-V/def2-TZVPD) for the molecule C5H5NO.

```
12
Properties=species:S:1:pos:R:3
C -1.255 -0.916 -1.948
C -0.744 -0.329 -1.029
C 0.034 0.442 -0.050
C -0.643 1.702 0.321
N -1.093 2.723 0.628
C 0.469 -0.354 1.181
O 1.444 -1.232 0.683
H -1.685 -1.432 -2.779
H 1.104 0.604 -0.543
H -0.384 -0.885 1.620
H 0.869 0.342 1.936
H 1.883 -0.667 -0.018
```

Values from the calculation:
- E_LUMO (eV) = 0.377
- HOMO (eV) = -10.8
- frontier orbital gap (eV) = 11.14
- SMILES = C#C[C@@H](C#N)CO

***

Entry Q
Density functional theory data (wB97M-V/def2-TZVPD) for the molecule C5H5NO.

```
12
Properties=species:S:1:pos:R:3
C 0.605 0.377 2.203
C 0.329 -0.222 1.197
C -0.012 -0.872 -0.076
O -1.189 -1.648 0.010
C -0.143 0.164 -1.235
C 0.534 1.442 -1.011
N 1.040 2.465 -0.826
H 0.865 0.934 3.077
H 0.778 -1.581 -0.334
H -1.829 -1.151 0.541
H 0.232 -0.272 -2.165
H -1.208 0.365 -1.382
```

Values from the calculation:
- E_LUMO (eV) = 0.663
- HOMO (eV) = -10.7
- frontier orbital gap (eV) = 11.32
- SMILES = C#C[C@@H](O)CC#N

***

Stability, highest: entry Q